Entry 1:
Formula: C17H27N3OS
Source: OMol25
Level of theory: wB97M-V/def2-TZVPD

LUMO energy   0.3 eV
Energy relative to the best compared isomer or geometry (same formula, charge and spin)   78.30 kJ/mol
E_HOMO   -0.279 Eh
E   -1301.60254 Ha
SMILES string   O=c1[nH]c(=S)[nH]cc1CN(C1CCCCC1)C1CCCCC1

Geometry as ORCA input:
```
! wB97M-V def2-TZVPD RIJCOSX def2/J DEFGRID3
* xyz 0 1
C 0.25 1.94 -0.31
H -1.44 -1.25 -5.25
H 0.82 -0.30 -4.96
C -0.09 -1.54 0.98
H 0.49 1.25 -3.09
H -1.64 0.71 -2.03
C -0.63 2.21 0.86
H 0.48 -1.33 -1.59
H 0.11 -2.38 0.20
C 0.33 -2.17 2.36
H 0.59 0.36 1.79
H 1.82 0.18 -2.79
C 1.83 -2.57 2.42
H 0.62 -1.75 -3.94
C -1.96 -1.08 -3.02
H -2.32 1.20 0.38
N -2.41 1.76 2.39
H -1.96 -0.58 -0.90
H 1.22 2.41 -0.28
N -0.70 3.34 3.09
H -1.94 -2.15 -2.74
N 0.48 0.47 -0.51
C 0.78 -0.23 0.81
H 2.40 -1.46 -0.06
C -1.19 -0.66 -4.35
H 3.75 -1.67 2.11
H -1.46 0.36 -4.58
C 2.71 -1.35 2.11
H -1.17 -1.32 1.03
H -0.14 2.41 -1.22
C 0.03 3.05 1.91
C -1.89 2.67 3.32
H 0.19 -1.45 3.16
H 2.16 -2.75 3.46
H -0.27 -3.01 2.55
O 1.18 3.18 2.00
C 0.78 0.18 -2.92
C -1.79 1.67 1.12
C 0.15 -0.31 -1.67
H 2.06 -3.36 1.76
H 2.53 -0.57 2.87
H -0.24 3.81 3.80
C -1.38 -0.26 -1.80
C 0.36 -0.71 -4.13
H -2.91 -0.69 -3.00
S -2.56 2.62 4.83
C 2.33 -0.68 0.71
H -3.45 1.62 2.44
H 3.05 0.18 0.66
*
```

These are the Löwdin partial charges, in e, on atoms 1 to 6: number 1, C, carries -0.10; number 2, H, carries 0.10; number 3, H, carries 0.08; number 4, C, carries -0.14; number 5, H, carries 0.13; number 6, H, carries 0.08


Entry 2:
Formula: C4H4S3
Source: OMol25
Level of theory: wB97M-V/def2-TZVPD

LUMO energy   0.2 eV
Energy relative to the best compared isomer or geometry (same formula, charge and spin)   291.46 kJ/mol
E_HOMO   -0.269 Eh
E   -1349.24296 Ha

Geometry as ORCA input:
```
! wB97M-V def2-TZVPD RIJCOSX def2/J DEFGRID3
* xyz 0 1
C 1.87 0.53 -0.89
H -2.70 0.77 0.23
H 0.68 -1.62 -1.18
C 0.27 -0.89 -0.53
S -1.27 -0.48 -1.18
H -1.37 0.37 2.36
H 2.03 1.00 -1.81
S 2.91 0.49 0.24
S 0.32 -0.85 1.24
C -1.69 0.44 0.19
C -1.04 0.24 1.33
*
```

These are the Löwdin partial charges, in e, on atoms 1 to 6: number 1, C, carries -0.63; number 2, H, carries 0.06; number 3, H, carries 0.01; number 4, C, carries -0.84; number 5, S, carries 0.89; number 6, H, carries 0.08


Entry 3:
Formula: C3H4O3
Source: OMol25
Level of theory: wB97M-V/def2-TZVPD

LUMO energy   0.2 eV
Energy relative to the best compared isomer or geometry (same formula, charge and spin)   272.41 kJ/mol
E_HOMO   -0.358 Eh
E   -342.35218 Ha
SMILES string   O=CC(O)C=O

Geometry as ORCA input:
```
! wB97M-V def2-TZVPD RIJCOSX def2/J DEFGRID3
* xyz 0 1
O -0.71 0.97 1.43
C 0.15 0.16 -0.58
C 0.71 -0.55 0.64
H 0.85 0.92 -0.95
H -0.03 -1.28 1.05
H -1.85 1.68 0.04
O 0.05 -0.78 -1.63
H -0.01 -1.69 -1.28
O 1.83 -0.42 1.05
C -0.99 1.00 0.25
*
```

These are the Löwdin partial charges, in e, on atoms 1 to 6: number 1, O, carries 0.04; number 2, C, carries -0.26; number 3, C, carries -0.29; number 4, H, carries 0.15; number 5, H, carries 0.15; number 6, H, carries 0.13


Entry 4:
Formula: C4H4FeO2
Source: OMol25
Level of theory: wB97M-V/def2-TZVPD

LUMO energy (spin up / spin down)   -11.3 / -12.2 eV
Energy relative to the best compared isomer or geometry (same formula, charge and spin)   0.00 kJ/mol
E_HOMO (spin up / spin down)   -0.619 / -0.593 Eh
E   -1568.02921 Ha

Geometry as ORCA input:
```
! wB97M-V def2-TZVPD RIJCOSX def2/J DEFGRID3
* xyz 2 5
O 1.63 1.19 -0.06
H 1.38 -1.20 -1.13
O -2.24 0.32 0.04
C -1.58 -0.80 0.02
C 0.45 0.92 0.13
H -0.17 1.36 0.99
H -3.17 0.16 0.23
C -0.08 -0.42 0.22
H 0.30 -2.46 -0.22
Fe 2.94 2.37 0.26
C 0.54 -1.43 -0.47
*
```

These are the Löwdin partial charges, in e, on atoms 1 to 6: number 1, O, carries -0.10; number 2, H, carries 0.12; number 3, O, carries 0.07; number 4, C, carries 0.07; number 5, C, carries -0.13; number 6, H, carries 0.19


Entry 5:
Formula: C4H9N
Source: OMol25
Level of theory: wB97M-V/def2-TZVPD

LUMO energy (spin up / spin down)   -3.7 / -7.2 eV
Energy relative to the best compared isomer or geometry (same formula, charge and spin)   132.79 kJ/mol
E_HOMO (spin up / spin down)   -0.535 / -0.602 Eh
E   -212.22957 Ha

Geometry as ORCA input:
```
! wB97M-V def2-TZVPD RIJCOSX def2/J DEFGRID3
* xyz 1 2
H -0.86 1.45 -1.59
H 1.29 -0.62 -1.61
C 0.56 -0.86 1.42
N -1.62 0.85 -1.12
H 0.94 -1.89 1.50
H 2.20 0.10 -0.14
H 1.27 -0.17 2.00
H -0.41 -0.89 1.97
H -2.00 -0.13 0.72
C 1.15 0.07 -0.75
H 1.26 0.99 -1.19
C 0.04 -0.26 0.09
C -1.28 0.08 -0.06
H -2.54 1.28 -1.23
*
```

These are the Löwdin partial charges, in e, on atoms 1 to 6: number 1, H, carries 0.18; number 2, H, carries 0.13; number 3, C, carries -0.02; number 4, N, carries 0.20; number 5, H, carries 0.11; number 6, H, carries 0.17


Entry 6:
Formula: C4H40NO14
Source: OMol25
Level of theory: wB97M-V/def2-TZVPD

LUMO energy   -2.5 eV
Energy relative to the best compared isomer or geometry (same formula, charge and spin)   640.61 kJ/mol
E_HOMO   -0.483 Eh
E   -1284.15830 Ha

Geometry as ORCA input:
```
! wB97M-V def2-TZVPD RIJCOSX def2/J DEFGRID3
* xyz 1 1
H -1.75 2.81 -1.03
O 3.09 3.28 -0.27
H 0.65 0.15 -0.77
H -3.27 1.89 -2.20
H 4.36 1.92 -1.18
O -3.53 0.41 1.87
C 0.32 -2.11 0.31
O 1.40 0.76 3.02
O -2.60 -2.21 -1.55
H -3.85 0.70 2.66
H -1.86 -1.19 0.45
H 3.75 -0.51 -1.15
H 0.23 -1.06 2.45
H 2.01 -1.58 4.42
O -3.42 2.53 -1.43
H 0.86 3.19 -3.15
H 2.39 3.72 0.22
H -3.74 -2.48 1.84
H 4.56 0.99 2.04
H -3.08 -0.10 -4.26
O 1.42 3.63 -2.35
H 1.02 -0.30 4.56
O -0.91 2.97 -1.39
H -3.69 3.33 -1.81
H -1.37 -1.70 2.57
H 1.42 -1.74 0.00
H -0.93 0.04 2.55
N -0.70 -0.91 2.15
H -2.62 -0.56 -2.95
O 3.98 1.22 -1.70
H -1.05 2.83 -2.35
O -0.66 -0.53 -3.47
H 4.04 -1.79 -1.72
H -2.71 -3.12 -1.82
O -3.20 0.03 -3.32
H -1.11 0.36 -1.05
H -2.72 -2.55 0.75
H 3.51 3.99 -0.86
O -2.95 -2.99 1.62
C -0.29 0.20 -0.26
H -0.52 -1.34 -3.22
H 3.91 -0.09 1.17
C -0.74 -1.01 0.58
C 0.51 -3.14 1.49
H -3.58 0.99 1.16
O 1.07 -1.27 4.44
H -0.35 -3.62 1.90
H 3.12 1.43 -1.97
H 2.24 0.91 2.74
H 0.09 -2.67 -0.60
H 1.14 1.61 3.47
H 1.16 -2.82 2.32
O 3.52 -1.31 -0.95
H -0.27 1.16 0.31
H -3.38 -1.94 -1.18
H -0.61 -0.55 -4.44
O 3.91 0.30 2.08
H 0.67 3.69 -1.86
H 1.10 -3.89 1.09
*
```

These are the Löwdin partial charges, in e, on atoms 1 to 6: number 1, H, carries -0.03; number 2, O, carries -0.10; number 3, H, carries 0.06; number 4, H, carries 0.07; number 5, H, carries 0.03; number 6, O, carries 0.04